## w
DFT (ωB97M-V/def2-TZVPD) results for 9 unconnected molecules or ions with the total composition C18H36Cl18.

Values from the calculation:
- Charge: 0
- Structure (SMILES): ClCCCl.ClCCCl.ClCCCl.ClCCCl.ClCCCl.ClCCCl.ClCCCl.ClCCCl.ClCCCl
- Gap between HOMO and LUMO: 10.83 eV

```
72
C18H36Cl18, DFT ωB97M-V/def2-TZVPD
Cl 6.0098 -0.8372 2.5314
C 5.0997 -1.0275 0.9833
C 4.6069 -2.4404 0.9089
Cl 3.4682 -2.8736 2.2146
H 5.7913 -0.8582 0.1638
H 4.2804 -0.2799 0.9854
H 5.4656 -3.0588 1.1110
H 4.0772 -2.6395 -0.0128
Cl 0.1873 -0.8526 6.1324
C 0.3404 -1.7849 4.6085
C -0.9375 -2.5152 4.3146
Cl -0.9275 -3.1911 2.6698
H 1.2165 -2.4670 4.7884
H 0.5872 -1.0903 3.7908
H -1.7970 -1.8418 4.4336
H -1.0543 -3.3736 4.9834
Cl 0.2995 -2.4274 -5.0263
C 1.8094 -2.4917 -4.0015
C 1.8704 -3.7021 -3.1044
Cl 2.1900 -5.2080 -3.9669
H 1.8932 -1.6740 -3.2826
H 2.6598 -2.4512 -4.6756
H 0.9814 -3.8039 -2.5007
H 2.6575 -3.5151 -2.3637
Cl -2.7088 6.0462 -0.8769
C -3.2877 5.1035 -2.2445
C -3.1802 3.6493 -2.1336
Cl -1.5270 3.0276 -2.5882
H -2.7342 5.5161 -3.0741
H -4.3443 5.4004 -2.2691
H -3.8771 3.2154 -2.8650
H -3.3808 3.3069 -1.1526
Cl -5.2290 -2.4908 0.0633
C -4.2883 -1.6350 -1.1905
C -2.8714 -2.2062 -1.1391
Cl -1.9261 -1.3070 -2.3520
H -4.2657 -0.5638 -0.9305
H -4.8319 -1.8690 -2.1014
H -2.8285 -3.2906 -1.3238
H -2.4246 -2.0547 -0.1502
Cl 1.6446 3.2186 -6.7363
C 0.1352 2.5244 -6.0178
C 0.5312 1.1629 -5.5694
Cl 1.7053 1.2539 -4.1625
H -0.5841 2.5367 -6.8658
H -0.1602 3.1309 -5.1631
H 1.0269 0.6033 -6.4110
H -0.3679 0.6210 -5.2245
Cl -5.7267 1.5871 0.6089
C -4.8372 0.7952 1.8777
C -5.7578 -0.0188 2.6778
Cl -4.7981 -1.1474 3.7166
H -4.2574 1.4805 2.4957
H -4.1013 0.1369 1.4222
H -6.3711 -0.6492 2.0497
H -6.3644 0.5908 3.3743
Cl 2.8496 1.0026 3.7297
C 4.0783 0.5843 4.9125
C 5.1688 1.6659 4.9095
Cl 4.5156 3.2423 5.4856
H 4.4961 -0.3128 4.4759
H 3.5946 0.5035 5.8527
H 5.6251 1.8222 3.9303
H 5.9736 1.4009 5.5696
Cl 1.5130 -0.7834 -0.3727
C 0.7954 0.8944 -0.7492
C 0.5036 1.6109 0.5482
Cl -0.8224 0.8221 1.3487
H -0.0936 0.6430 -1.3055
H 1.5116 1.4578 -1.2859
H 0.1121 2.5988 0.3148
H 1.3920 1.5773 1.2059
```

Mulliken atomic charge list, values in e, 2 entries: -0.2180, -0.1080

## x
DFT (ωB97M-V/def2-TZVPD) results for a molecular structure, C18H36Cl18.

Values from the calculation:
- Charge: 0
- Gap between HOMO and LUMO: 8.97 eV

```
72
C18H36Cl18, DFT ωB97M-V/def2-TZVPD
Cl -18.9757 -28.0482 6.7114
C -19.8409 -27.0296 5.5790
C -21.1112 -26.3192 6.1258
Cl -20.8284 -25.6145 7.7417
H -20.0772 -27.6372 4.7054
H -19.1627 -26.2319 5.2760
H -21.9854 -26.9552 6.2647
H -21.3316 -25.4183 5.5532
Cl -18.4399 -29.2991 0.7465
C -18.3130 -28.4726 2.2753
C -19.6563 -28.0335 2.8525
Cl -20.6314 -29.5587 3.3362
H -17.7133 -27.5712 2.1490
H -17.8566 -29.2400 2.9004
H -20.1933 -27.4635 2.0944
H -19.5615 -27.3923 3.7289
Cl -19.6643 -31.1361 10.4001
C -18.6446 -30.5365 9.0634
C -18.9917 -29.1305 8.4387
Cl -19.5065 -27.8689 9.6414
H -18.5290 -31.2814 8.2761
H -17.6124 -30.4785 9.4089
H -19.9512 -29.0946 7.9228
H -18.2539 -28.7419 7.7368
Cl -21.6860 -26.4523 4.0733
C -21.5491 -26.0683 2.3238
C -22.7538 -25.1889 1.9132
Cl -22.7335 -24.8377 0.2145
H -21.4821 -26.9862 1.7399
H -20.5845 -25.5797 2.1860
H -22.7579 -24.2249 2.4219
H -23.6620 -25.7268 2.1851
Cl -18.9755 -30.8286 6.6070
C -18.5507 -29.7263 5.2805
C -17.1755 -29.0285 5.6116
Cl -16.4001 -28.4924 4.0515
H -19.2751 -28.9369 5.0800
H -18.4483 -30.3957 4.4264
H -16.5025 -29.6966 6.1490
H -17.3793 -28.2136 6.3062
Cl -23.0972 -27.7899 5.2931
C -24.4965 -26.6400 5.6479
C -23.9796 -25.3037 6.1868
Cl -23.4326 -24.2270 4.8268
H -25.2317 -27.0920 6.3137
H -25.0339 -26.4783 4.7135
H -23.1764 -25.3431 6.9225
H -24.6983 -24.7212 6.7633
Cl -21.9577 -21.5963 6.3935
C -21.6795 -22.3643 7.9814
C -20.4789 -23.3925 7.8075
Cl -18.9784 -22.6085 7.4277
H -22.6437 -22.8602 8.0935
H -21.5635 -21.6019 8.7516
H -20.7678 -23.9605 6.9232
H -20.3626 -24.1266 8.6048
Cl -22.7332 -31.0339 7.5841
C -22.5754 -29.8380 6.2277
C -21.1568 -29.8109 5.5777
Cl -20.8304 -31.3188 4.7348
H -22.8810 -28.8903 6.6711
H -23.3851 -30.1299 5.5589
H -20.4352 -29.8168 6.3946
H -21.0859 -28.9855 4.8693
Cl -22.4009 -26.8500 10.6235
C -20.8558 -26.1741 10.1672
C -20.8231 -24.6318 10.6490
Cl -21.9890 -23.6262 9.6870
H -20.7366 -26.2606 9.0872
H -20.0799 -26.7187 10.7053
H -19.8628 -24.1789 10.4023
H -21.0802 -24.5266 11.7030
```

Mulliken atomic charge list, values in e, 2 entries: -0.1370, 0.0744

## y
DFT (ωB97M-V/def2-TZVPD) results for 9 unconnected molecules or ions with the total composition C18H36Cl18.

Values from the calculation:
- Charge: 0
- Structure (SMILES): ClCCCl.ClCCCl.ClCCCl.ClCCCl.ClCCCl.ClCCCl.ClCCCl.ClCCCl.ClCCCl
- Gap between HOMO and LUMO: 11.00 eV

```
72
C18H36Cl18, DFT ωB97M-V/def2-TZVPD
Cl 0.8409 -1.3540 -3.2357
C 0.0584 0.0097 -4.0490
C 0.7838 0.3033 -5.3454
Cl -0.1077 1.7593 -6.0484
H 0.0568 0.8734 -3.3841
H -1.0084 -0.1808 -4.1666
H 0.7498 -0.5697 -5.9972
H 1.8222 0.6300 -5.2899
Cl -1.1194 -2.2474 1.1207
C -0.4933 -0.9312 0.2532
C 1.0137 -0.7916 0.4466
Cl 1.5344 0.6752 -0.3261
H -0.9467 -0.0692 0.7425
H -0.7950 -0.9615 -0.7938
H 1.4908 -1.6307 -0.0597
H 1.1887 -0.9613 1.5090
Cl 5.1434 -2.9881 3.3119
C 5.6774 -1.5433 2.6110
C 4.8202 -1.2065 1.3634
Cl 5.0200 -2.2389 -0.0719
H 6.7122 -1.4743 2.2756
H 5.5273 -0.8375 3.4280
H 5.0931 -0.1808 1.1155
H 3.7432 -1.1923 1.5307
Cl -5.0230 0.6495 -0.0936
C -3.9919 1.4472 1.1335
C -4.7140 2.6123 1.7415
Cl -5.3255 3.8156 0.5372
H -3.0455 1.7706 0.7000
H -3.8642 0.7030 1.9195
H -4.3018 3.1540 2.5928
H -5.5960 2.1970 2.2290
Cl -5.2918 -2.9441 2.1377
C -3.9615 -4.1444 2.1885
C -4.3063 -5.3552 3.0372
Cl -3.3057 -6.7599 2.6227
H -3.1383 -3.6081 2.6605
H -3.8207 -4.3989 1.1380
H -5.3306 -5.6389 2.7954
H -4.2126 -5.0463 4.0783
Cl 4.3249 1.2436 -5.4877
C 4.6746 2.2747 -4.0445
C 3.6910 2.2983 -2.9223
Cl 2.2439 3.3121 -3.3991
H 4.8669 3.2812 -4.4159
H 5.5836 1.8615 -3.6074
H 4.1917 2.8199 -2.1067
H 3.3330 1.3522 -2.5163
Cl -0.5060 2.6019 1.7726
C 0.0617 4.3216 1.4809
C 1.2905 4.1549 0.5979
Cl 2.7858 3.6863 1.4732
H 0.2192 4.8522 2.4200
H -0.7716 4.8425 1.0093
H 1.5445 5.0243 -0.0085
H 1.1261 3.4072 -0.1779
Cl -5.8265 -2.3107 -4.9307
C -4.2955 -2.8990 -4.2918
C -3.9440 -2.0426 -3.0973
Cl -2.4917 -2.5808 -2.2670
H -3.5986 -2.7885 -5.1226
H -4.4077 -3.9457 -4.0088
H -4.6803 -2.1170 -2.2970
H -3.8480 -0.9769 -3.3053
Cl 4.0467 1.6006 4.4893
C 2.3919 1.2678 3.9871
C 1.7053 0.3792 5.0219
Cl 1.2362 1.2694 6.4757
H 2.4039 0.7542 3.0258
H 1.9569 2.2613 3.8779
H 2.3392 -0.4577 5.3147
H 0.7763 -0.0928 4.7022
```

Mulliken atomic charge list, values in e, 2 entries: -0.1782, -0.3359

In kcal/mol, relative to the most stable structure: w 0.0; x 851.0; y 18.3.

## w
DFT (ωB97M-V/def2-TZVPD) results for a molecular structure, H2NO2P.

Values from the calculation:
- Charge: 0
- Gap between HOMO and LUMO: 8.98 eV

```
6
H2NO2P, DFT ωB97M-V/def2-TZVPD
N -0.9366 0.3012 -0.0657
O -1.3697 1.3719 -0.3558
O -1.5388 -0.5711 0.5112
P 1.1626 -0.2249 -0.6675
H 1.7870 0.4971 0.4570
H 0.8955 -1.3742 0.1208
```

Mulliken atomic charge list, values in e, 2 entries: 0.6187, -0.4693

## x
DFT (ωB97M-V/def2-TZVPD) results for H2NO2P in the gas phase.

Values from the calculation:
- Charge: 0
- Structure (SMILES): O=[N+]([O-])P
- Gap between HOMO and LUMO: 10.68 eV

```
6
H2NO2P, DFT ωB97M-V/def2-TZVPD
O -1.1126 1.1592 -0.5738
N -0.7080 0.1383 -0.0194
O -1.3995 -0.5901 0.6864
P 0.8777 -0.6375 -0.4796
H 1.4305 0.7797 -0.4563
H 0.9120 -0.8497 0.8427
```

Mulliken atomic charge list, values in e, 2 entries: -0.4978, 0.7189

In kcal/mol, relative to the most stable structure: w 7.6; x 0.0.